The following is a DFT calculation (wB97M-V/def2-TZVPD) of a molecular structure, C17H18BrN3O5Ru at a distorted geometry.

Each line ends with the Löwdin spin population.
Geometry (Å):
Ru: -0.08 1.10 0.23  0.84
O: 2.22 4.25 -1.49  0.01
C: 1.72 3.28 -0.81  0.01
O: 0.58 2.81 -0.99  0.01
C: 2.56 2.72 0.26  0.01
C: 3.82 3.16 0.64  0.00
C: 4.40 2.59 1.76  0.01
C: 3.68 1.66 2.51  0.00
C: 2.43 1.28 2.06  0.01
N: 1.91 1.76 0.93  0.01
C: 1.40 0.46 2.76  0.00
O: 1.58 -0.16 3.87  0.00
O: 0.29 0.40 2.22  0.00
H: 1.61 4.61 -2.16  0.00
H: 4.32 3.94 0.07  0.00
H: 5.39 2.90 2.09  0.00
H: 4.10 1.26 3.43  0.00
H: 2.46 -0.06 4.27  0.00
O: -4.01 1.86 -4.28  0.00
C: -3.10 1.57 -3.39  0.00
C: -1.97 0.77 -3.64  0.00
C: -1.07 0.54 -2.63  0.01
N: -1.27 1.06 -1.39  0.00
C: -2.37 1.80 -1.18  0.00
Br: -2.34 2.28 0.67  0.05
C: -3.31 2.10 -2.09  0.00
H: -3.85 1.47 -5.16  0.00
H: -1.79 0.34 -4.61  0.00
H: -0.19 -0.07 -2.77  0.00
H: -4.19 2.69 -1.87  0.00
C: -0.94 -3.66 2.21  0.00
C: -0.96 -3.44 0.68  0.00
C: 0.14 -4.27 -0.01  0.00
C: -2.35 -3.76 0.09  0.00
C: -0.67 -2.03 0.43  0.02
N: -0.44 -0.92 0.23  0.02
H: -1.05 -4.72 2.39  0.00
H: -1.77 -3.14 2.69  0.00
H: 0.00 -3.33 2.65  0.00
H: -0.02 -5.31 0.25  0.00
H: 1.14 -3.99 0.33  0.00
H: 0.09 -4.17 -1.10  0.00
H: -2.54 -4.82 0.25  0.00
H: -2.38 -3.57 -0.98  0.00
H: -3.13 -3.20 0.59  0.00

## Properties
Spin multiplicity: 2
Total charge: +3
Energy relative to the best compared isomer or geometry (same formula, charge and spin) (kcal/mol): 41.0
F_max (Eh/bohr): 0.032
HOMO energy (alpha / beta) (Ha): -0.694 / -0.699
Frontier orbital gap (alpha / beta) (eV): 7.08 / 7.52
E_LUMO (alpha / beta) (eV): -11.805 / -11.492
Molar mass (g/mol): 525.32

The following is a DFT calculation (wB97M-V/def2-TZVPD) of a molecular structure, C37H37Cl3MgO2P2 at a distorted geometry.

Each line ends with the Mulliken charge.
Geometry (Å):
Mg: -3.16 0.73 -0.98  0.43
C: -2.46 5.06 2.59  -0.02
C: -1.24 4.66 2.20  -0.06
C: -0.14 4.26 3.13  -0.92
C: -0.25 2.72 3.43  0.10
C: -1.48 2.34 4.21  -0.59
C: -2.22 3.10 5.02  -0.30
C: -2.26 4.62 5.17  -0.81
C: -2.83 5.48 3.99  -0.72
C: -4.29 0.03 0.60  -1.20
H: -3.24 5.23 1.85  0.19
H: -0.94 4.75 1.14  0.13
H: -0.06 4.88 4.05  0.45
H: 0.84 4.36 2.60  0.35
H: -0.32 2.20 2.46  -0.11
H: 0.67 2.41 3.99  0.37
H: -1.72 1.27 4.11  0.39
H: -2.84 2.54 5.77  0.30
H: -1.29 4.98 5.57  0.37
H: -3.00 4.78 5.97  0.38
H: -3.95 5.50 3.99  0.34
H: -2.44 6.48 4.19  0.26
H: -5.32 0.32 0.41  0.40
H: -3.93 0.54 1.51  0.11
H: -4.26 -1.02 0.89  0.44
P: 1.36 -0.77 -2.99  0.08
P: 0.61 -3.44 -1.09  -0.05
C: 2.40 -1.31 -1.58  -0.76
C: 2.19 -2.50 -0.95  -0.83
C: 2.71 -0.77 -4.29  0.30
C: 4.07 -0.65 -3.99  0.20
C: 5.05 -0.72 -4.98  -0.65
C: 4.68 -0.86 -6.31  -0.41
C: 3.32 -1.01 -6.64  -0.52
C: 2.36 -0.99 -5.63  -0.57
C: 1.20 0.97 -2.38  0.40
C: 0.41 1.21 -1.23  -0.43
C: 0.24 2.52 -0.76  -0.20
C: 0.87 3.59 -1.42  -0.69
C: 1.64 3.35 -2.57  -0.75
C: 1.79 2.04 -3.06  -0.36
C: 1.53 -5.08 -1.15  0.26
C: 2.42 -5.31 -2.22  -0.29
C: 3.13 -6.51 -2.30  -0.69
C: 2.96 -7.48 -1.31  -0.38
C: 2.11 -7.24 -0.23  -0.67
C: 1.39 -6.05 -0.16  -0.16
C: 0.12 -3.45 0.69  0.34
C: -1.21 -3.86 0.95  -0.55
C: -1.66 -3.93 2.27  -0.56
C: -0.82 -3.55 3.33  -0.48
C: 0.49 -3.13 3.06  -0.71
C: 0.96 -3.07 1.74  0.20
H: 3.25 -0.66 -1.30  0.72
H: 2.99 -2.99 -0.36  0.80
H: 4.38 -0.50 -2.96  0.24
H: 6.11 -0.65 -4.69  0.38
H: 5.44 -0.88 -7.09  0.36
H: 3.03 -1.15 -7.69  0.36
H: 1.31 -1.16 -5.89  0.36
H: -0.06 0.37 -0.70  0.74
H: -0.39 2.70 0.13  0.02
H: 0.73 4.60 -1.04  0.41
H: 2.12 4.19 -3.09  0.37
H: 2.39 1.87 -3.96  0.36
H: 2.57 -4.53 -2.97  0.43
H: 3.82 -6.66 -3.14  0.37
H: 3.50 -8.41 -1.39  0.36
H: 2.02 -7.98 0.58  0.37
H: 0.75 -5.86 0.70  0.30
H: -1.87 -4.15 0.13  0.36
H: -2.67 -4.28 2.49  0.42
H: -1.17 -3.58 4.36  0.38
H: 1.17 -2.85 3.87  0.41
H: 1.98 -2.74 1.54  0.37
Cl: -7.18 2.74 -0.31  -0.10
C: -5.54 3.22 0.26  0.48
Cl: -5.56 4.99 0.50  -0.15
Cl: -5.28 2.49 1.92  -0.09
C: -4.32 2.73 -0.65  0.72
O: -4.56 2.20 -1.79  -0.74
O: -3.13 2.72 -0.15  -0.34

## Properties
Energy relative to the best compared isomer or geometry (same formula, charge and spin) (kcal/mol): 34.9
F_max (Eh/bohr): 0.046
HOMO energy (Ha): -0.305
Frontier orbital gap (eV): 7.50
E_LUMO (eV): -0.811
Molar mass (g/mol): 706.31

The following is a DFT calculation (wB97M-V/def2-TZVPD) of a molecular structure, C4H3ClO2 at a distorted geometry.

Each line ends with the Mulliken charge.
Geometry (Å):
C: 0.71 0.29 -0.03  -0.32
C: 0.08 1.45 -0.16  -0.36
C: -0.97 -0.78 0.02  0.03
C: -1.78 0.25 0.06  0.45
O: -1.30 1.55 -0.07  -0.28
O: -0.96 -2.13 0.00  -0.42
Cl: -3.47 0.04 0.04  -0.23
H: 1.49 -0.27 0.18  0.52
H: 0.52 2.50 -0.19  0.31
H: -1.90 -2.16 0.05  0.29

## Properties
Energy relative to the best compared isomer or geometry (same formula, charge and spin) (kcal/mol): 83.7
F_max (Eh/bohr): 0.169
HOMO energy (Ha): -0.327
Frontier orbital gap (eV): 9.59
E_LUMO (eV): 0.682
Molar mass (g/mol): 118.52

The following is a DFT calculation (wB97M-V/def2-TZVPD) of a molecular structure, C27H57AlCl2F7NNbO9S at a distorted geometry.

Each line ends with the Mulliken charge.
Geometry (Å):
C: 0.99 3.42 0.64  -1.23
C: -0.38 2.93 1.19  0.55
C: -0.16 1.91 2.35  -0.50
C: 0.10 0.44 1.89  -0.63
Nb: -1.65 -0.68 1.04  -1.19
C: -0.23 -2.49 0.77  -0.77
O: 0.93 -2.00 0.16  -0.02
C: 2.12 -2.46 0.82  -0.60
C: -2.49 -1.38 2.97  0.02
Cl: -2.29 -3.18 3.23  -0.19
C: -2.01 -0.65 4.26  -0.55
C: -2.91 0.61 4.57  -1.10
S: -1.13 0.18 -1.33  1.31
O: 0.03 1.04 -1.38  -0.46
O: -0.82 -1.01 -2.12  -0.68
C: -2.51 1.18 -2.18  0.39
F: -3.05 2.08 -1.41  -0.19
F: -1.80 1.98 -3.22  -0.05
C: -3.61 0.33 -2.96  0.64
F: -3.12 -0.48 -3.87  -0.16
F: -4.44 1.30 -3.72  -0.22
C: -4.63 -0.48 -2.06  0.52
F: -5.81 -0.43 -2.71  -0.27
F: -4.28 -1.74 -2.05  -0.18
F: -4.82 0.04 -0.88  -0.21
H: 1.72 2.60 0.74  0.28
H: 0.86 3.71 -0.41  0.27
H: 1.32 4.27 1.25  0.40
H: -0.95 3.77 1.64  0.50
H: -1.04 2.46 0.45  -0.74
H: -0.99 2.03 3.06  -0.06
H: 0.75 2.24 2.89  0.42
H: 0.61 -0.12 2.71  0.57
H: 0.87 0.51 1.09  0.63
H: -2.98 -1.64 0.20  0.10
H: -2.72 0.80 1.20  0.15
H: -0.71 -3.27 0.15  0.38
H: 0.09 -2.90 1.75  0.64
H: 2.94 -2.36 0.08  0.09
H: 2.34 -1.80 1.68  0.30
H: 2.07 -3.52 1.12  0.39
H: -3.59 -1.24 2.93  0.55
H: -2.22 -1.34 5.09  0.53
H: -0.94 -0.43 4.32  0.28
H: -3.77 0.30 5.17  0.25
H: -2.25 1.32 5.10  0.30
H: -3.20 1.03 3.59  0.25
C: -6.20 -0.43 9.18  -1.37
C: -6.02 -0.42 7.67  0.50
C: -7.27 -0.92 6.96  -1.26
O: -4.90 -1.23 7.32  -0.51
H: -6.39 -1.45 9.54  0.34
H: -5.30 -0.08 9.68  0.34
H: -7.04 0.20 9.48  0.37
H: -5.79 0.60 7.34  0.26
H: -7.49 -1.95 7.24  0.33
H: -7.12 -0.91 5.88  0.30
H: -8.13 -0.30 7.20  0.38
H: -5.09 -2.13 7.60  0.33
C: 3.23 1.99 -5.16  -1.22
C: 2.79 0.57 -4.92  0.65
O: 3.48 -0.37 -5.27  -0.54
C: 1.47 0.35 -4.23  -0.49
H: 4.19 2.00 -5.66  0.33
H: 2.50 2.50 -5.79  0.34
H: 3.33 2.52 -4.21  0.31
H: 0.66 0.79 -4.82  0.24
H: 1.50 0.80 -3.23  0.05
H: 1.29 -0.72 -4.12  0.31
C: 5.07 -2.14 -3.13  -1.00
O: 5.75 -3.32 -2.74  -0.28
C: 6.32 -4.01 -3.85  -0.59
C: 7.51 -4.83 -3.41  -0.37
O: 8.70 -4.06 -3.23  -0.47
C: 8.74 -3.22 -2.08  -0.28
C: 8.92 -3.97 -0.77  -0.59
O: 7.70 -4.57 -0.36  -0.22
C: 7.91 -5.73 0.41  -0.80
H: 4.21 -2.38 -3.75  0.40
H: 4.73 -1.64 -2.22  0.37
H: 5.75 -1.47 -3.66  0.40
H: 6.63 -3.30 -4.62  0.35
H: 5.54 -4.68 -4.25  0.41
H: 7.75 -5.53 -4.22  0.41
H: 7.29 -5.43 -2.53  0.14
H: 7.88 -2.55 -2.05  0.07
H: 9.62 -2.59 -2.23  0.41
H: 9.23 -3.27 0.01  0.39
H: 9.70 -4.73 -0.90  0.36
H: 8.49 -6.47 -0.15  0.34
H: 6.94 -6.17 0.64  0.22
H: 8.42 -5.50 1.35  0.34
C: -3.39 7.21 -2.11  0.41
O: -2.45 7.16 -1.37  -0.42
N: -3.97 6.16 -2.71  0.17
C: -5.11 6.28 -3.61  -0.94
C: -3.42 4.84 -2.45  -1.07
H: -3.88 8.21 -2.37  0.19
H: -5.95 5.71 -3.21  0.31
H: -4.84 5.89 -4.59  0.30
H: -5.41 7.32 -3.71  0.41
H: -3.47 4.64 -1.38  0.38
H: -2.37 4.82 -2.76  0.41
H: -3.98 4.08 -2.99  0.23
Al: -2.98 2.02 -4.77  0.16
Cl: -5.59 8.90 -1.73  -0.25

## Properties
Total charge: +1
F_max (Eh/bohr): 0.094
HOMO energy (Ha): -0.369
Frontier orbital gap (eV): 1.37
E_LUMO (eV): -8.667
Molar mass (g/mol): 895.60

E_tot list, top to bottom, in eV: -105226.12076; -104651.00520; -20809.78831; -111866.53578